{
  "formula": "C16H16ClN3O4S",
  "method": "ωB97M-V/def2-TZVPD",
  "e_homo_ev": -8.698,
  "smiles": "O=C(Nc1ccc(Cl)c(S(=O)(=O)N2CCOCC2)c1)c1ccccn1",
  "e_above_lowest_kj_mol": 31.5,
  "lumo_energy_ev": -0.14,
  "mol_weight_g_mol": 381.84,
  "homo_lumo_gap_ha": 0.31463,
  "elements": ["O", "C", "N", "C", "C", "C", "C", "Cl", "C", "S", "O", "O", "N", "C", "C", "O", "C", "C", "C", "C", "C", "C", "C", "C", "N", "H", "H", "H", "H", "H", "H", "H", "H", "H", "H", "H", "H", "H", "H", "H", "H"],
  "xyz": [[-0.356397, 0.601844, -4.222481], [0.280976, -0.268159, -3.666871], [0.177308, -0.625312, -2.356322], [-0.654865, -0.118870, -1.372386], [-1.580351, 0.900053, -1.613687], [-2.390187, 1.367561, -0.596941], [-2.290521, 0.827029, 0.679321], [-3.285005, 1.388790, 1.952778], [-1.373076, -0.181912, 0.923363], [-1.224327, -0.905422, 2.560734], [-2.495645, -1.393293, 2.996147], [-0.118323, -1.820366, 2.526927], [-0.850669, 0.459297, 3.454901], [0.524462, 0.890210, 3.337034], [0.622128, 2.310789, 3.902021], [0.164530, 2.365326, 5.230952], [-1.172843, 1.929618, 5.331224], [-1.316960, 0.493268, 4.826556], [-0.561594, -0.653281, -0.086036], [1.308758, -1.095616, -4.375253], [1.556232, -0.892633, -5.728214], [2.513103, -1.680415, -6.347335], [3.180832, -2.633419, -5.594399], [2.860148, -2.756590, -4.248474], [1.950740, -2.011127, -3.651623], [0.807963, -1.380162, -2.094549], [-1.656910, 1.316345, -2.605087], [-3.104711, 2.152090, -0.787033], [0.796980, 0.874053, 2.280623], [1.193113, 0.215392, 3.889493], [1.659355, 2.648488, 3.921215], [0.023869, 2.986218, 3.271698], [-1.437607, 1.997417, 6.387056], [-1.826294, 2.588295, 4.740787], [-2.357114, 0.169319, 4.830909], [-0.722893, -0.182054, 5.458929], [0.135459, -1.442331, 0.151804], [1.001000, -0.133954, -6.256415], [2.733769, -1.553689, -7.396896], [3.932713, -3.267829, -6.036509], [3.352854, -3.484973, -3.617961]],
  "forces_ev_per_a": [[-0.04, 0.08, -0.16], [-0.11, -0.02, 0.46], [0.36, -0.35, -0.11], [-0.46, 0.33, 0.38], [0.10, -0.06, -0.16], [0.06, -0.19, 0.40], [0.05, 0.02, -0.24], [-0.67, 0.53, 0.01], [0.06, -0.15, 0.51], [0.15, 0.33, 0.00], [-0.09, 0.15, 0.08], [0.17, 0.16, -0.15], [-0.15, -0.88, -0.57], [0.49, 0.31, 0.04], [0.06, -0.18, -0.35], [0.13, 0.02, 0.19], [-0.19, -0.28, -0.07], [-0.31, 0.08, 0.39], [0.09, -0.02, -0.20], [0.34, -0.16, -0.55], [-0.09, 0.02, 0.23], [0.00, -0.06, 0.15], [-0.10, 0.10, 0.01], [0.27, -0.23, -0.15], [-0.22, 0.18, 0.14], [-0.12, 0.16, -0.10], [-0.01, 0.01, 0.01], [-0.07, 0.08, 0.00], [0.18, 0.11, 0.03], [0.00, 0.08, -0.08], [-0.07, -0.03, -0.10], [0.08, -0.02, 0.03], [-0.07, -0.03, -0.09], [0.01, -0.05, 0.06], [0.00, 0.07, 0.17], [-0.08, 0.06, 0.00], [0.14, -0.10, -0.04], [-0.05, 0.06, -0.03], [0.01, 0.01, -0.07], [0.06, -0.06, -0.01], [0.09, -0.08, -0.04]],
  "lowdin_charge": [0.08, -0.40, 0.13, -0.20, 0.01, -0.07, -0.64, 0.77, -0.29, 0.65, -0.29, -0.28, -0.28, -0.17, -0.18, -0.13, -0.18, -0.17, 0.01, -0.19, 0.01, -0.05, -0.05, -0.12, 0.10, 0.13, 0.10, 0.11, 0.13, 0.13, 0.13, 0.13, 0.13, 0.12, 0.12, 0.14, 0.12, 0.12, 0.11, 0.10, 0.11]
}